Molecular formula: C47H53MnNO2P3
Method: DFT, ωB97M-V/def2-TZVPD

The geometry in ORCA input format:
```
! wB97M-V def2-TZVPD RIJCOSX def2/J DEFGRID3
* xyz 1 6
Mn -0.622 0.286 0.506
P -0.547 0.964 2.843
P -0.590 -2.553 -1.146
P 1.941 -1.019 -1.464
O -1.374 -1.406 -0.580
O 1.338 -0.264 -0.317
N -1.329 2.152 0.276
C 3.106 0.923 -4.875
C -1.321 -0.926 4.795
C -0.973 2.911 -2.024
C 3.817 -3.080 -1.733
C -2.444 -4.969 -3.887
C 4.835 -3.882 -1.245
C 3.511 1.094 -2.132
C 3.220 -2.144 -0.893
C -3.548 -5.189 -1.759
C -1.382 3.080 1.285
C -1.026 2.703 2.601
C -1.838 2.478 -1.007
C 2.700 0.090 -2.661
C -1.754 4.425 1.080
C -2.853 3.099 -3.546
C -3.216 2.364 -1.262
C 0.302 -3.470 0.123
C 0.793 -3.819 2.450
C 1.621 -4.878 2.110
C -4.136 1.908 -0.165
C 3.656 -1.995 0.420
C -3.405 3.476 -4.895
C 1.785 -5.243 0.779
C 4.111 2.011 -2.976
C 2.503 -0.001 -4.034
C 0.660 -1.975 -2.355
C -1.726 5.332 2.117
C 1.211 1.113 3.451
C 0.130 -3.115 1.457
C -1.622 0.481 4.279
C 1.852 -0.277 3.535
C -1.661 -3.716 -1.997
C -1.494 3.201 -3.279
C 1.118 -4.548 -0.214
C -3.696 2.679 -2.525
C -3.071 0.576 3.785
C 5.261 -3.745 0.070
C -1.001 3.642 3.627
C 0.489 3.112 -1.728
C -1.341 4.968 3.410
C -2.662 -4.283 -1.206
C -1.552 -4.058 -3.340
C 4.675 -2.802 0.902
C -3.437 -5.533 -3.101
C 3.903 1.928 -4.347
C -1.297 5.987 4.518
C 1.981 1.977 2.442
H -4.128 -6.243 -3.535
H 2.918 -0.194 3.759
H -1.455 1.206 5.078
H -4.323 -5.629 -1.146
H 2.947 0.861 -5.943
H -2.055 -1.207 5.551
H 0.629 3.969 -1.063
H -0.707 3.338 4.628
H 1.655 3.014 2.466
H 3.656 1.153 -1.059
H 3.187 -1.253 1.053
H -2.009 6.362 1.924
H -1.381 -1.657 3.984
H -3.318 1.593 3.483
H 5.013 -2.692 1.924
H -2.047 4.737 0.085
H -0.334 -0.991 5.253
H -4.221 2.815 -5.187
H 1.097 -2.803 -2.914
H -2.289 6.398 4.714
H 0.145 -1.292 -3.037
H 1.737 -0.794 2.578
H -2.630 3.438 -5.661
H 3.052 1.950 2.655
H 2.430 -6.072 0.519
H -4.276 2.698 0.576
H -5.114 1.632 -0.559
H -0.522 -2.287 1.709
H 1.217 1.590 4.433
H -3.764 0.270 4.570
H 3.497 -3.180 -2.765
H -2.361 -5.239 -4.931
H 1.055 3.286 -2.644
H 2.131 -5.430 2.889
H -0.791 -3.613 -3.970
H -3.220 -0.081 2.923
H 5.303 -4.614 -1.890
H 6.063 -4.368 0.442
H 1.395 -0.896 4.306
H -0.823 3.539 -4.063
H -3.800 4.494 -4.870
H 1.231 -4.841 -1.252
H 1.888 -0.786 -4.457
H -3.708 1.049 0.355
H -2.740 -3.997 -0.163
H 4.734 2.796 -2.569
H -0.923 5.546 5.441
H 0.909 2.245 -1.220
H 0.662 -3.548 3.490
H 4.368 2.647 -5.008
H -4.761 2.595 -2.721
H 1.826 1.600 1.425
H -0.647 6.821 4.249
*
```

Values from the calculation:
<S²>   8.76
Strongest force on any atom   0.0333 hartree/bohr
HOMO (spin up / spin down)   -0.3250 / -0.3300 hartree
E_tot   -4203.093709 Ha

---

Molecular formula: C47H54N2OP2PdSSi
Method: DFT, ωB97M-V/def2-TZVPD

The geometry in ORCA input format:
```
! wB97M-V def2-TZVPD RIJCOSX def2/J DEFGRID3
* xyz 2 1
Pd 0.524 0.059 -0.110
S -0.707 -0.781 -1.973
P 1.844 0.845 1.534
P -2.742 1.131 1.244
Si 0.116 2.268 -0.486
O -1.445 1.576 2.022
N 1.821 -0.785 -2.860
N 0.252 -1.583 -4.318
C -3.092 -1.120 -0.320
C 1.063 -0.802 5.231
C -3.212 3.620 -2.531
C 0.660 3.220 1.045
C 1.532 -1.625 2.628
C -6.357 1.921 3.875
C 2.068 3.242 3.028
C -4.316 3.125 -1.865
C 1.261 -2.564 3.609
C 3.622 0.796 1.135
C 2.975 -1.064 -3.711
C 0.550 -1.056 -3.138
C 0.328 4.552 1.290
C -2.844 2.127 -0.232
C 5.496 1.824 0.013
C -1.069 -1.952 -4.832
C -1.930 3.346 -2.062
C -6.001 0.612 3.589
C -2.167 -3.264 0.250
C -2.533 -0.585 0.840
C 3.026 -3.203 -1.289
C 1.158 2.786 -1.953
C -1.147 -3.415 -5.251
C 4.164 1.851 0.398
C -4.176 1.418 2.248
C 0.845 5.214 2.396
C 1.515 2.567 1.941
C -5.628 2.985 3.352
C 5.770 -0.294 1.112
C -1.599 -2.729 1.400
C -1.780 -1.389 1.700
C 4.436 -0.274 1.495
C 3.368 -2.540 -3.757
C -4.540 2.739 2.536
C -4.129 2.376 -0.711
C -0.156 -4.531 -3.149
C 1.347 0.137 4.248
C 1.023 -2.152 4.915
C -1.703 2.590 -0.912
C 3.986 -3.083 -2.470
C -1.332 1.962 3.415
C 1.599 -0.261 2.938
C -1.335 -4.414 -4.111
C -4.906 0.354 2.775
C -2.911 -2.464 -0.606
C 6.300 0.749 0.367
C 1.723 4.565 3.257
H -6.574 -0.210 3.994
H -2.307 1.961 3.896
H 2.775 2.748 3.683
H 1.233 -3.615 3.354
H 0.809 -2.883 5.684
H -1.280 -1.303 -5.684
H -1.533 -5.393 -4.551
H 1.172 3.868 -2.102
H 2.130 -3.766 -1.564
H 2.190 2.467 -1.802
H -0.312 -5.352 -2.449
H 5.909 2.654 -0.546
H 3.799 -0.474 -3.306
H 4.842 -2.461 -2.191
H 3.558 2.712 0.147
H 1.378 1.186 4.516
H -2.238 -4.145 -3.554
H -5.914 4.003 3.576
H 1.984 -0.371 -1.952
H 3.506 -3.724 -0.460
H 4.390 -4.073 -2.690
H -0.256 -3.674 -5.836
H 4.090 -2.649 -4.570
H -1.804 -1.730 -4.061
H -2.026 -4.311 0.020
H -4.994 2.004 -0.175
H -0.018 -3.623 -2.559
H -1.016 -3.355 2.062
H 2.141 5.094 4.103
H 6.398 -1.124 1.409
H 0.576 6.246 2.581
H 1.023 -1.780 -4.939
H -3.344 -2.883 -1.504
H -3.979 3.568 2.118
H 0.882 -0.474 6.245
H -4.630 -0.668 2.548
H 4.047 -1.091 2.088
H -3.652 -0.493 -1.003
H 1.710 -1.968 1.612
H -0.896 2.958 3.438
H 7.343 0.734 0.077
H 2.786 -0.674 -4.715
H -0.335 5.083 0.616
H -0.670 1.245 3.895
H -7.213 2.118 4.507
H 2.503 -3.154 -4.029
H -1.988 -3.504 -5.941
H 0.791 2.314 -2.866
H 2.706 -2.226 -0.918
H -1.094 3.730 -2.630
H -1.326 -0.970 2.591
H -3.339 4.216 -3.425
H -5.316 3.322 -2.227
H 0.772 -4.736 -3.689
*
```

Values from the calculation:
Strongest force on any atom   0.0138 hartree/bohr
ΔE to the lowest compared entry with this formula, charge and spin   1.4 kcal per mole
HOMO   -0.4881 hartree
E_tot   -3506.086418 Ha

---

Molecular formula: C47H55F5O5P2RhSe
Method: DFT, ωB97M-V/def2-TZVPD

The geometry in ORCA input format:
```
! wB97M-V def2-TZVPD RIJCOSX def2/J DEFGRID3
* xyz -1 5
Rh 0.193 0.274 -0.608
Se 0.585 -1.863 -2.331
P 2.610 0.377 0.532
P -2.361 0.442 -2.162
F -0.275 -6.979 0.945
F -1.846 -3.854 -2.073
F -2.196 -6.066 -0.665
F 2.197 -5.663 0.970
F 2.554 -3.410 -0.423
O -1.448 1.422 -2.790
O -1.953 -0.050 -0.775
O -2.605 -0.909 -3.042
O -0.227 0.824 1.288
O -3.835 1.073 -2.059
C -1.314 3.596 1.207
C 2.937 -0.839 3.086
C 2.911 -0.783 4.493
C 2.991 2.140 0.123
C -0.036 -5.883 0.173
C -4.831 1.003 0.148
C 2.450 2.539 -1.113
C 3.124 -2.125 2.337
C 1.368 -4.039 -0.540
C -0.402 -1.421 3.474
C 0.069 3.844 1.861
C 2.686 3.837 -1.606
C 4.241 -0.295 -0.090
C -1.242 -2.100 1.156
C -1.929 2.361 1.945
C 1.657 1.551 -1.856
C 2.206 1.485 3.125
C -3.721 1.523 3.445
C 6.401 -1.243 -1.467
C 4.155 4.222 0.305
C -2.596 -0.919 -4.529
C -1.063 -5.369 -0.633
C -1.452 1.021 1.835
C -2.157 -0.021 2.430
C 3.841 2.974 0.805
C -3.563 0.147 -5.037
C 5.182 -1.338 -2.085
C -4.998 -1.018 -1.389
C 2.624 0.340 2.377
C 5.741 0.177 1.918
C 6.587 -0.786 -0.152
C -6.182 1.154 -1.980
C 4.096 -0.844 -1.376
C 1.179 -5.219 0.215
C -1.175 3.433 -0.339
C 2.589 0.382 5.202
C -3.239 0.244 3.244
C 0.346 -3.495 -1.294
C -3.155 -2.252 -4.922
C 5.507 -0.335 0.551
C -1.571 -1.426 2.452
C -0.817 -4.246 -1.366
C 3.556 4.669 -0.883
C -3.036 2.550 2.773
C -4.966 0.538 -1.321
C -1.184 -0.721 -5.071
C 2.122 1.466 4.535
H -4.168 -2.334 -4.487
H 4.255 2.743 1.788
H -0.716 0.106 -4.550
H -2.357 -2.029 2.922
H 1.770 2.337 5.049
H -4.000 -1.396 -1.090
H 3.172 -1.717 5.019
H -3.520 0.176 -6.137
H -3.358 1.189 -4.799
H 2.158 0.768 -2.338
H 4.134 -2.364 2.111
H 6.779 0.515 2.071
H 5.100 0.987 2.204
H -3.239 -2.358 -5.984
H 7.234 -1.577 -2.099
H 0.540 -1.105 3.017
H -4.950 2.092 0.219
H 1.756 2.333 2.631
H -7.115 0.927 -1.463
H -4.641 1.652 3.964
H 2.586 -2.176 1.465
H 2.781 -2.958 2.968
H -3.813 0.786 0.549
H 0.902 2.017 -2.479
H -0.446 -1.737 0.534
H -0.703 -0.806 4.342
H -5.659 -1.446 -0.647
H 7.590 -0.701 0.307
H -5.289 -1.379 -2.385
H -0.603 -1.616 -4.865
H 2.290 4.212 -2.541
H -3.361 3.542 2.876
H -5.577 0.586 0.827
H -1.802 2.762 -0.890
H -0.921 -3.167 1.395
H -2.084 -2.215 0.502
H -2.592 -3.083 -4.479
H -0.269 -2.430 3.832
H -0.152 3.004 -0.611
H 2.587 0.211 6.283
H 0.456 4.890 1.645
H 3.823 5.630 -1.221
H -2.010 4.426 1.433
H -1.195 -0.617 -6.147
H 3.102 -0.847 -1.823
H 5.554 -0.521 2.697
H -3.773 -0.617 3.660
H -6.055 2.247 -1.974
H -4.558 -0.134 -4.688
H 5.051 -1.743 -3.063
H -0.101 3.680 2.945
H -1.191 4.398 -0.831
H 0.767 3.084 1.537
H 4.817 4.883 0.854
H -6.316 0.798 -3.027
*
```

Values from the calculation:
<S²>   6.02
Strongest force on any atom   0.0580 hartree/bohr
HOMO (spin up / spin down)   -0.1669 / -0.1867 hartree
E_tot   -5894.257045 Ha

---

Molecular formula: C47H55IrN7O4PSe
Method: DFT, ωB97M-V/def2-TZVPD

The geometry in ORCA input format:
```
! wB97M-V def2-TZVPD RIJCOSX def2/J DEFGRID3
* xyz 3 2
Ir 0.352 -0.258 0.063
Se -1.064 1.396 1.070
P -1.028 -2.826 -0.275
O -1.136 -1.281 -1.454
O -2.601 -0.228 -2.783
O 1.979 0.620 0.768
O 2.725 1.639 2.586
N 0.472 -1.083 1.993
N 1.514 2.744 7.347
N -0.946 3.296 -1.078
N 2.358 1.848 5.391
N 0.575 0.693 -1.724
N 1.673 4.043 5.443
N -2.826 2.174 -1.068
C -3.920 1.322 -0.587
C 0.067 -5.229 2.888
C -2.326 4.820 -4.160
C 2.067 -1.058 3.857
C -0.971 -3.724 1.319
C -6.693 2.890 -0.741
C 2.470 1.301 -6.096
C -1.372 4.644 -3.185
C 0.343 3.859 -0.646
C 1.013 0.865 -4.249
C 0.360 -3.458 -1.223
C -3.818 3.169 -3.179
C -1.661 2.360 -0.444
C -0.908 -4.925 3.828
C -3.337 -4.447 -0.631
C -5.493 3.213 0.142
C -1.661 3.706 -2.193
C -4.544 -4.683 -1.275
C -2.134 5.832 0.458
C 1.863 2.869 6.067
C 1.421 1.011 -6.963
C -0.049 0.580 -5.115
C -1.946 -3.412 2.275
C 0.787 0.777 -2.850
C -1.917 -4.016 3.521
C 2.045 0.785 2.060
C 3.065 -0.444 4.846
C 0.168 0.653 -6.478
C 2.275 1.231 -4.730
C -4.350 -2.617 -2.507
C 2.531 -4.312 -2.734
C -3.142 -2.385 -1.868
C 2.546 0.501 5.926
C 1.311 -4.965 -2.833
C 0.044 -4.627 1.635
C -4.693 1.979 0.550
C -2.627 -3.293 -0.942
C 0.223 -4.540 -2.083
C 0.236 4.822 0.531
C -2.860 2.998 -2.181
C 1.590 -2.806 -1.129
C -2.318 -1.176 -2.098
C 1.229 -0.181 2.908
C 2.676 -3.224 -1.881
C -5.046 -3.779 -2.208
C -0.632 6.063 0.305
C -3.530 4.090 -4.159
H 1.549 4.883 5.984
H 1.775 1.928 7.875
H -4.555 1.116 -1.446
H -2.666 6.782 0.478
H -0.454 5.214 -3.193
H 0.839 -5.950 3.121
H -2.687 -3.794 4.249
H -6.403 2.538 -1.732
H -1.020 0.324 -4.712
H -4.245 4.261 -4.952
H -2.959 -5.157 0.093
H 1.264 5.124 0.749
H -3.986 2.230 1.347
H -7.315 3.772 -0.886
H -0.728 -5.052 -2.170
H 1.204 -5.811 -3.499
H -5.100 -5.583 -1.050
H -0.410 6.499 -0.674
H -0.121 4.282 1.413
H -4.837 3.937 -0.355
H 2.658 -1.731 3.224
H -2.354 5.317 1.398
H -5.842 3.706 1.051
H 3.437 1.581 -6.489
H 1.583 1.067 -8.031
H 0.504 0.420 3.462
H -2.151 5.539 -4.949
H -0.893 -5.408 4.796
H 1.169 3.532 7.869
H -4.740 2.607 -3.192
H 1.362 -1.694 4.401
H -5.369 1.225 0.962
H -2.744 -2.717 2.031
H 2.641 1.991 4.416
H 3.520 -1.289 5.366
H 0.740 4.382 -1.515
H 0.801 -4.880 0.904
H -2.563 5.248 -0.357
H 3.079 1.450 -4.041
H 1.019 3.035 -0.422
H 2.046 4.164 4.515
H 1.751 -1.962 -0.438
H -5.987 -3.986 -2.700
H -3.485 0.378 -0.266
H -0.637 0.438 -7.165
H -0.390 -1.419 2.423
H 1.035 -1.929 1.886
H -4.726 -1.901 -3.225
H 3.626 -2.714 -1.799
H 1.613 0.137 6.369
H 3.374 -4.650 -3.321
H -7.316 2.119 -0.284
H 3.881 0.045 4.313
H -0.328 6.815 1.035
H 3.302 0.540 6.714
*
```

Values from the calculation:
<S²>   0.76
Strongest force on any atom   0.0174 hartree/bohr
ΔE to the lowest compared entry with this formula, charge and spin   42.1 kcal per mole
HOMO (spin up / spin down)   -0.5247 / -0.5701 hartree
E_tot   -5354.644804 Ha

---

Question: Among the records above, which one has the lowest strongest force on any atom?
Answer: C47H54N2OP2PdSSi

---

Question: The highest strongest force on any atom belongs to which entry?
Answer: C47H55F5O5P2RhSe